# 1
Density functional theory data (ωB97M-V/def2-TZVPD) for C57H38IrN5 as an isolated structure.

Last column: Löwdin spin population.
Element x y z (Å)
Ir  0.86  0.12  0.29  0.135
N  -0.91  -0.54  -0.57  0.678
N  0.29  1.61  1.46  0.001
N  1.79  -1.31  -0.70  -0.007
N  0.53  -1.13  1.81  -0.003
N  1.50  1.46  -1.04  0.009
C  -2.56  0.54  -1.92  0.040
C  -4.04  -1.15  2.37  0.001
C  0.61  -3.15  0.42  -0.026
C  -0.06  3.22  -0.37  0.035
C  2.58  1.30  -1.89  0.001
C  1.05  0.19  7.38  0.000
C  0.97  0.67  5.02  -0.001
C  0.00  -4.47  0.24  -0.003
C  2.15  -3.35  -1.61  -0.002
C  0.10  2.93  3.29  -0.013
C  -3.16  -0.77  0.17  0.040
C  0.52  0.46  3.65  -0.013
C  -1.32  4.12  -2.30  0.010
C  3.16  0.07  -2.20  -0.003
C  -1.17  3.91  -0.90  0.001
C  -3.44  1.79  -4.23  -0.009
C  4.29  -0.10  -4.45  0.000
C  4.36  0.08  -3.07  0.000
C  -2.01  -5.73  -0.17  0.000
C  5.60  0.29  -2.48  0.000
C  1.46  -2.63  -0.59  0.008
C  -4.26  1.75  -3.11  0.003
C  0.36  1.62  2.84  0.003
C  2.18  0.97  7.52  -0.002
C  0.01  2.87  1.05  -0.011
C  -2.25  4.30  -0.08  0.011
C  -3.82  1.13  -1.95  -0.002
C  -0.05  -3.04  2.86  0.003
C  -4.13  -1.61  -0.37  0.003
C  -1.27  -6.89  -0.22  -0.001
C  -0.12  3.71  2.17  0.006
C  -5.03  -2.23  0.47  0.003
C  -2.11  -0.21  -0.74  0.084
C  0.37  -0.84  3.13  0.002
C  -4.99  -2.01  1.84  0.001
C  0.44  0.04  6.15  -0.002
C  1.88  3.43  -2.08  0.004
C  -2.17  1.25  -4.18  0.001
C  2.70  1.62  6.41  0.000
C  2.85  2.56  -2.50  -0.009
C  0.74  -5.64  0.19  -0.002
C  2.67  -1.17  -1.73  -0.002
C  0.10  -6.85  -0.02  0.000
C  5.44  -0.05  -5.21  0.000
C  0.04  -2.06  3.81  0.005
C  6.75  0.34  -3.24  0.000
C  -3.39  4.86  -0.60  -0.001
C  1.05  2.72  -1.16  -0.009
C  2.10  1.48  5.18  -0.002
C  -3.12  -0.54  1.54  0.004
C  6.67  0.18  -4.62  0.000
C  -2.47  4.67  -2.81  -0.001
C  0.32  -2.45  1.61  0.008
C  -1.72  0.64  -3.03  -0.001
C  -3.51  5.05  -1.97  0.014
C  -1.39  -4.52  0.06  -0.002
C  2.93  -2.45  -2.29  0.008
H  2.53  1.96  4.31  0.000
H  -1.76  -7.84  -0.40  0.000
H  0.65  -0.32  8.25  0.000
H  -0.73  0.20  -2.98  0.003
H  -0.47  -0.53  6.07  0.000
H  7.56  0.22  -5.22  0.000
H  -4.40  5.49  -2.38  0.001
H  -2.19  4.13  0.99  0.001
H  -1.96  -3.60  0.08  0.000
H  -1.52  1.30  -5.04  0.000
H  -4.45  1.09  -1.08  0.000
H  -0.32  4.76  2.13  0.000
H  3.66  2.76  -3.16  0.000
H  -0.13  -2.17  4.86  0.000
H  -0.52  3.82  -2.96  0.000
H  7.70  0.49  -2.77  0.000
H  1.80  4.47  -2.32  0.000
H  -2.37  0.13  1.94  0.000
H  -2.56  4.80  -3.88  0.000
H  2.06  -4.40  -1.80  0.000
H  -3.80  2.24  -5.14  -0.001
H  -3.08  -5.76  -0.33  0.000
H  -4.02  -0.95  3.43  0.000
H  -4.16  -1.79  -1.44  0.000
H  0.68  -7.76  -0.04  0.000
H  1.80  -5.60  0.36  0.000
H  -5.69  -2.52  2.49  0.000
H  0.06  3.26  4.31  -0.001
H  -5.78  -2.89  0.05  0.000
H  -4.19  5.16  0.06  0.000
H  2.65  1.10  8.48  0.000
H  3.59  2.23  6.50  0.000
H  -0.31  -4.07  3.00  0.000
H  3.33  -0.28  -4.92  0.000
H  3.59  -2.64  -3.12  0.000
H  5.66  0.41  -1.40  0.000
H  -5.24  2.19  -3.14  0.001
H  5.37  -0.18  -6.28  0.000

Computed properties:
- ΔE to the lowest compared entry with this formula, charge and spin: 0.2 kcal/mol
- M: 985.18 g mol⁻¹
- Total charge: +1
- HOMO level (alpha / beta): -9.109 / -9.050 eV
- Frontier orbital gap (alpha / beta): 4.86 / 4.86 eV
- Multiplicity: 2

=====

# 2
Density functional theory data (ωB97M-V/def2-TZVPD) for C26H55ClN2O3P2Sc as an isolated structure.

Last column: Mulliken charge in e.
Element x y z (Å)
Sc  -2.03  1.01  -0.62  -0.304
Cl  -3.18  -0.93  -1.13  -0.472
P  0.37  3.10  -0.65  0.900
P  0.60  -2.96  -2.16  0.651
O  -1.24  2.04  4.74  -0.718
O  -3.23  1.95  0.82  -0.914
O  0.37  -0.48  1.92  -0.721
N  -1.48  0.70  1.43  1.183
N  -2.82  1.63  3.09  0.213
C  -2.55  1.43  1.79  -0.074
C  -0.08  -4.30  -4.65  -1.517
C  2.44  -3.06  -2.38  0.403
C  -2.52  -1.15  3.74  -0.878
C  0.66  5.42  -2.39  -1.577
C  2.47  2.11  0.96  -1.515
C  -1.29  -0.17  3.71  3.002
C  -0.71  -0.04  2.31  -1.374
C  0.59  3.89  -2.34  0.577
C  -1.76  1.24  3.97  -0.644
C  -1.46  -2.30  -3.89  -1.245
C  3.11  -2.30  -1.22  -1.437
C  -0.07  -2.96  -3.91  0.474
C  -0.08  4.13  1.94  -1.747
C  0.12  -4.56  -1.38  0.736
C  -0.58  -0.63  6.16  -1.484
C  -0.18  -0.55  4.70  -1.133
C  0.65  -4.60  0.07  -1.617
C  2.88  4.41  -0.03  -1.537
C  -1.40  -4.77  -1.38  -1.631
C  -0.26  4.49  0.46  0.655
C  -2.12  -2.62  3.68  -1.130
C  -1.71  4.82  0.11  -1.489
C  3.04  -4.46  -2.58  -1.475
C  -0.45  3.35  -3.32  -1.438
C  2.20  3.05  -0.21  0.298
H  -1.07  0.30  6.48  0.283
H  2.96  4.97  -0.96  0.244
H  1.74  -4.73  0.12  0.215
H  2.12  2.52  1.91  0.224
H  -1.66  -5.59  -0.70  0.477
H  1.99  1.13  0.83  0.125
H  0.89  5.71  -3.42  0.442
H  2.58  -2.49  -3.31  0.377
H  -3.00  -3.26  3.54  0.420
H  -2.17  -2.85  -3.26  0.181
H  0.32  -0.74  6.76  0.419
H  0.19  -5.43  0.62  0.477
H  -1.47  3.65  -3.05  0.224
H  -0.65  -4.16  -5.58  0.485
H  0.93  -4.63  -4.91  0.271
H  -1.40  -1.29  -3.48  0.048
H  0.92  4.38  2.32  0.261
H  -2.39  3.96  0.27  0.157
H  -0.25  3.06  2.13  0.158
H  4.12  -4.31  -2.78  0.478
H  3.91  4.24  0.33  0.487
H  0.28  -1.49  4.36  0.503
H  2.60  -1.35  -1.00  0.251
H  2.38  5.04  0.72  0.217
H  -1.44  -2.80  2.83  0.150
H  -0.41  2.25  -3.38  0.242
H  -1.83  5.16  -0.92  0.250
H  -0.45  -0.04  -0.51  0.851
H  1.45  5.85  -1.76  0.272
H  0.60  -5.35  -1.98  0.476
H  -3.07  -0.95  4.67  0.458
H  4.15  -2.07  -1.51  0.484
H  -2.07  5.61  0.79  0.487
H  -1.24  -1.49  6.37  0.277
H  2.62  2.59  -1.12  0.543
H  -1.88  -2.24  -4.90  0.464
H  -3.41  2.42  3.34  0.374
H  -1.62  -2.94  4.60  0.268
H  -1.93  -3.87  -1.04  0.208
H  0.62  -2.28  -4.43  0.331
H  1.58  3.51  -2.65  0.381
H  -0.24  3.74  -4.32  0.490
H  -3.21  -0.90  2.92  0.332
H  3.55  1.96  1.04  0.539
H  3.14  -2.90  -0.30  0.247
H  0.60  0.22  4.60  0.416
H  2.93  -5.09  -1.70  0.219
H  2.61  -4.99  -3.45  0.207
H  0.39  -3.66  0.59  0.238
H  -0.56  -0.12  -1.30  -0.599
H  -0.80  4.68  2.55  0.474
H  -0.56  -5.09  -4.06  0.182
H  -1.79  -5.02  -2.38  0.278
H  0.37  5.36  0.23  0.754
H  -0.29  5.89  -2.11  0.261

Computed properties:
- ΔE to the lowest compared entry with this formula, charge and spin: 0.0 kcal/mol
- M: 586.09 g mol⁻¹
- Total charge: -1
- HOMO level (alpha / beta): -0.884 / -2.396 eV
- Frontier orbital gap (alpha / beta): 3.23 / 4.87 eV